Entry from the OMol25 dataset: C37H49N7P2PtSi2 as an isolated structure (wB97M-V/def2-TZVPD).

## Properties
Strongest force on any atom ... 1.0 eV/Å
Total energy ... -3203.69570 hartree
Frontier orbital gap ... 0.2410 hartree
2S+1 ... 1
ΔE to the lowest compared entry with this formula, charge and spin ... 85.3 kJ/mol
Charge ... 0

Last column: Löwdin charge in e.
Positions of all 98 atoms, in Å:
Pt 0.126 -0.457 -1.388  0.879
C 3.540 -0.515 -3.449  -0.182
Si 3.518 -0.884 -1.616  0.342
C 3.385 -2.736 -1.398  -0.159
C 5.127 -0.289 -0.823  -0.165
N 2.202 0.050 -0.944  -0.364
P 1.705 0.216 0.606  0.681
C 0.095 0.673 0.261  -0.577
P -1.497 0.154 0.616  0.689
N -1.969 -0.058 -0.936  -0.365
Si -3.420 -0.627 -1.728  0.342
C -4.559 0.886 -1.877  -0.178
C -4.405 -1.940 -0.817  -0.177
C -3.005 -1.247 -3.432  -0.176
C -2.386 1.407 1.581  -0.299
C -1.682 2.484 2.107  -0.094
C -2.343 3.455 2.848  -0.082
C -3.714 3.366 3.040  -0.083
C -4.425 2.299 2.503  -0.070
C -3.762 1.319 1.783  -0.073
C -1.767 -1.348 1.599  -0.293
C -1.837 -2.594 0.981  -0.135
C -1.996 -3.750 1.727  -0.068
C -2.065 -3.669 3.111  -0.070
C -1.984 -2.435 3.743  -0.078
C -1.845 -1.279 2.989  -0.081
C 2.391 1.445 1.753  -0.310
C 1.953 1.452 3.074  -0.095
C 2.336 2.476 3.926  -0.075
C 3.165 3.493 3.469  -0.086
C 3.608 3.489 2.154  -0.084
C 3.216 2.468 1.298  -0.091
C 2.118 -1.338 1.468  -0.284
C 3.251 -1.423 2.278  -0.093
C 3.631 -2.636 2.834  -0.079
C 2.877 -3.777 2.598  -0.075
C 1.752 -3.704 1.789  -0.061
C 1.387 -2.495 1.221  -0.100
H 4.437 -0.929 -3.914  0.030
H 3.531 0.559 -3.646  0.009
H 2.671 -0.963 -3.936  0.021
H 3.973 -3.233 -2.175  0.040
H 2.354 -3.077 -1.505  0.000
H 3.756 -3.071 -0.428  0.025
H 5.925 -0.207 -1.565  0.025
H 5.466 -0.987 -0.054  0.023
H 5.019 0.690 -0.352  0.003
H -5.422 0.812 -1.210  0.021
H -4.950 0.991 -2.893  0.027
H -4.035 1.809 -1.622  0.002
H -4.441 -1.791 0.264  0.020
H -4.019 -2.946 -0.995  0.030
H -5.432 -1.908 -1.190  0.034
H -2.476 -0.501 -4.030  0.024
H -3.921 -1.521 -3.961  0.037
H -2.367 -2.128 -3.384  0.007
H -0.611 2.545 1.939  0.080
H -1.787 4.281 3.274  0.102
H -4.232 4.126 3.611  0.103
H -5.495 2.229 2.654  0.107
H -4.318 0.478 1.382  0.106
H -1.763 -2.668 -0.098  0.078
H -2.060 -4.701 1.213  0.082
H -2.185 -4.571 3.699  0.104
H -2.040 -2.370 4.822  0.102
H -1.800 -0.320 3.493  0.103
H 1.311 0.657 3.439  0.116
H 1.993 2.477 4.953  0.106
H 3.470 4.285 4.140  0.103
H 4.261 4.275 1.798  0.103
H 3.554 2.459 0.267  0.091
H 3.850 -0.543 2.478  0.105
H 4.517 -2.687 3.455  0.103
H 3.171 -4.722 3.036  0.104
H 1.162 -4.588 1.582  0.113
H 0.540 -2.458 0.551  0.069
N 0.030 3.639 -1.484  0.068
C -1.292 2.978 -1.784  -0.132
C -1.415 2.682 -3.269  -0.197
N -0.289 1.923 -3.782  -0.046
C 0.951 2.648 -3.569  -0.198
C 1.217 2.942 -2.101  -0.126
H 0.153 3.631 -0.468  0.157
H 0.008 4.609 -1.795  0.172
H -2.071 3.636 -1.399  0.132
H -1.279 2.045 -1.227  0.044
H -1.507 3.607 -3.851  0.122
H -2.337 2.120 -3.414  0.107
H -0.223 1.024 -3.286  0.058
H 0.930 3.571 -4.160  0.120
H 1.785 2.049 -3.936  0.109
H 2.078 3.594 -1.943  0.129
H 1.347 2.013 -1.545  0.048
N -1.782 -5.495 -1.170  0.097
C -0.957 -5.026 -1.837  -0.403
N 0.022 -4.541 -2.583  0.067
C 0.099 -3.260 -2.664  -0.401
N 0.207 -2.102 -2.773  -0.017